{
  "formula": "C3H5ClS",
  "method": "ωB97M-V/def2-TZVPD",
  "orbital_gap_ev": 10.2,
  "lumo_ev": 0.874,
  "charge": 0,
  "de_lowest_kj_mol": 2.6,
  "molar_mass_g_mol": 108.59,
  "spin_multiplicity": 1,
  "smiles": "SC/C=C/Cl",
  "symbols": ["C", "C", "C", "H", "H", "H", "H", "H", "S", "Cl"],
  "positions_angstrom": [[0.916638, 0.566250, -0.026080], [-0.453936, 0.210454, -0.516723], [-1.433344, -0.143260, 0.323386], [1.528322, -1.668634, 0.415891], [1.401860, 1.340794, -0.661261], [0.816217, 0.913827, 1.000661], [-0.611756, 0.105982, -1.584974], [-1.362228, -0.012945, 1.421211], [2.212740, -0.750050, -0.169261], [-3.014513, -0.562418, -0.202851]],
  "atomic_forces_ev_per_a": [[0.42, 0.35, -0.48], [-0.10, -0.96, 0.24], [0.66, 1.11, 0.40], [-0.79, -1.23, 0.75], [-0.66, -0.17, 0.58], [0.40, 0.05, 0.01], [0.00, 0.06, 0.02], [0.07, -0.32, -0.81], [0.16, 1.29, -0.61], [-0.15, -0.18, -0.09]],
  "lowdin_charge": [-0.5537, -0.2640, -0.6047, -0.1931, 0.0684, 0.0658, 0.1013, 0.0812, 0.6956, 0.6032]
}


{
  "formula": "C16H15CaN3O",
  "method": "ωB97M-V/def2-TZVPD",
  "orbital_gap_ev": 8.9,
  "lumo_ev": -6.537,
  "charge": 2,
  "de_lowest_kj_mol": 0.0,
  "molar_mass_g_mol": 305.39,
  "spin_multiplicity": 1,
  "symbols": ["Ca", "C", "C", "C", "C", "N", "C", "C", "C", "C", "C", "C", "N", "H", "H", "H", "H", "H", "H", "H", "H", "O", "C", "C", "C", "C", "C", "C", "N", "H", "H", "H", "H", "H", "H", "H"],
  "positions_angstrom": [[-0.091219, 0.157992, 0.492700], [-1.908219, -3.665208, -0.913100], [-0.862919, -4.231208, -1.628500], [0.356381, -3.575108, -1.662800], [0.505281, -2.355808, -0.997700], [-0.523119, -1.813508, -0.321900], [-1.688619, -2.454308, -0.273700], [1.787581, -1.615508, -0.997700], [2.917881, -2.096208, -1.662800], [4.095781, -1.368308, -1.628600], [4.128181, -0.180008, -0.913100], [2.969781, 0.235192, -0.273700], [1.832081, -0.453708, -0.321900], [-2.868919, -4.149108, -0.856400], [-0.992319, -5.167908, -2.150500], [1.173781, -4.016708, -2.207800], [-2.481619, -1.979508, 0.303800], [2.891681, -3.024908, -2.207800], [4.971681, -1.724608, -2.150600], [5.027681, 0.409992, -0.856400], [2.955081, 1.159392, 0.303800], [-0.302419, 0.523792, 2.542700], [-0.990919, 1.716492, 2.925200], [-1.458219, 2.525792, 1.734900], [-2.148719, 3.721692, 1.928800], [-2.567619, 4.447192, 0.826800], [-2.284719, 3.957192, -0.442100], [-1.595919, 2.764292, -0.551100], [-1.189719, 2.060692, 0.513300], [-0.045419, 0.078692, 3.364000], [-0.325519, 2.348992, 3.531900], [-1.871519, 1.456492, 3.531900], [-2.359319, 4.086492, 2.921400], [-3.103719, 5.375892, 0.948900], [-2.595519, 4.495592, -1.322100], [-1.356619, 2.349792, -1.529800]],
  "atomic_forces_ev_per_a": [[-0.17, 0.28, -0.57], [0.06, 0.14, 0.05], [-0.07, 0.25, 0.17], [0.06, 0.31, 0.14], [-0.23, -0.85, -0.41], [-0.07, -1.31, -0.58], [-0.42, -0.45, -0.12], [0.85, -0.22, -0.41], [-0.30, 0.11, 0.14], [-0.18, 0.18, 0.18], [-0.14, 0.02, 0.05], [0.60, 0.14, -0.12], [1.18, -0.59, -0.58], [-0.12, -0.01, 0.04], [-0.01, -0.05, 0.00], [0.04, 0.00, -0.02], [0.08, -0.10, -0.13], [-0.02, -0.04, -0.02], [0.05, -0.02, 0.00], [0.07, 0.10, 0.04], [0.05, -0.12, -0.13], [-0.06, 0.10, 1.95], [-0.63, 1.09, 0.71], [-0.19, 0.33, 0.10], [0.13, -0.22, 0.02], [0.17, -0.30, -0.04], [0.09, -0.15, -0.02], [-0.24, 0.41, -0.35], [-0.68, 1.18, 0.05], [0.04, -0.07, -0.18], [-0.15, -0.24, -0.10], [0.29, 0.01, -0.10], [0.02, -0.04, 0.18], [-0.04, 0.06, 0.04], [0.00, 0.00, -0.13], [-0.05, 0.09, 0.14]],
  "lowdin_charge": [1.5381, -0.0056, 0.0061, 0.0317, -0.2030, -0.0896, -0.1018, -0.2030, 0.0317, 0.0062, -0.0056, -0.1018, -0.0896, 0.1250, 0.1330, 0.1166, 0.1266, 0.1166, 0.1330, 0.1250, 0.1266, -0.2170, -0.1369, -0.2525, 0.0205, 0.0034, -0.0113, -0.1022, -0.0905, 0.1440, 0.1539, 0.1540, 0.1349, 0.1323, 0.1251, 0.1257]
}


{
  "formula": "C30H36O6",
  "method": "ωB97M-V/def2-TZVPD",
  "orbital_gap_ev": 5.2,
  "lumo_ev": -1.621,
  "charge": 0,
  "de_lowest_kj_mol": 0.0,
  "molar_mass_g_mol": 492.61,
  "spin_multiplicity": 1,
  "symbols": ["C", "C", "O", "C", "C", "C", "C", "C", "C", "C", "C", "C", "O", "O", "C", "C", "O", "H", "H", "H", "H", "H", "H", "H", "H", "H", "H", "H", "H", "H", "H", "H", "H", "H", "H", "H", "H", "H", "C", "C", "C", "C", "O", "C", "C", "C", "C", "C", "C", "C", "C", "O", "C", "C", "C", "C", "C", "H", "H", "H", "H", "H", "H", "H", "H", "H", "H", "H", "H", "H", "H", "H"],
  "positions_angstrom": [[2.328202, -4.509510, -1.154746], [0.988925, -4.081415, -0.618930], [0.976284, -2.641832, -0.753284], [-0.227451, -2.146407, -0.415114], [-0.585311, -0.789528, -0.831148], [-2.079390, -0.567744, -0.993827], [-2.586107, -1.214273, -2.299084], [-4.104583, -1.127564, -2.498231], [-4.878890, -1.624136, -1.274968], [-4.409351, -0.913900, -0.004638], [-2.912357, -1.073024, 0.195531], [0.256373, -0.073215, -1.792994], [-0.153638, 0.915911, -2.397268], [1.543024, -0.493688, -1.893263], [2.357469, 0.338053, -2.749336], [3.778356, -0.120716, -2.595917], [-1.012027, -2.912597, 0.174351], [2.362505, -5.598509, -1.269619], [2.520913, -4.046398, -2.131072], [3.128705, -4.208294, -0.468710], [0.171318, -4.513573, -1.219349], [0.845242, -4.341543, 0.442401], [-2.181381, 0.521068, -1.048286], [-2.060798, -0.753570, -3.145827], [-2.293188, -2.275098, -2.267576], [-4.389461, -0.085262, -2.700995], [-4.387512, -1.716360, -3.380658], [-5.958463, -1.483870, -1.418178], [-4.710722, -2.704533, -1.157894], [-4.636819, 0.158034, -0.071896], [-4.935925, -1.309135, 0.871307], [-2.650018, -2.126910, 0.336217], [-2.601187, -0.555089, 1.105502], [2.022718, 0.221677, -3.789367], [2.242350, 1.389870, -2.453077], [4.449492, 0.579355, -3.107458], [4.069870, -0.181679, -1.543434], [3.915407, -1.113865, -3.041496], [-3.536344, 5.336884, -0.058907], [-2.026425, 5.320824, -0.344876], [-1.592645, 4.003372, 0.223929], [-2.735441, 3.382316, 0.783175], [-3.894572, 4.058307, 0.568627], [-2.682651, 2.138345, 1.431757], [-1.469158, 1.491975, 1.482810], [-0.342908, 1.996571, 0.778070], [0.849091, 1.230850, 0.577366], [1.673200, 0.717082, 1.604990], [3.070507, 0.503728, 1.357157], [3.845380, -0.161680, 2.285827], [3.219826, -0.640799, 3.464151], [4.051138, -1.303383, 4.308384], [5.402347, -1.248899, 3.720177], [5.296027, -0.530160, 2.366033], [1.865216, -0.398387, 3.762007], [1.161826, 0.407788, 2.902444], [-0.413769, 3.287566, 0.185579], [-3.808650, 6.126937, 0.653168], [-4.147135, 5.452248, -0.962659], [-1.826514, 5.381925, -1.424325], [-1.535871, 6.171779, 0.147895], [-3.600698, 1.745780, 1.874599], [-1.371983, 0.554147, 2.035201], [1.357279, 1.391897, -0.370854], [3.514045, 0.917980, 0.454288], [6.047157, -0.712255, 4.428640], [5.760304, -2.284905, 3.632332], [5.580722, -1.205643, 1.551206], [5.960578, 0.343341, 2.345293], [1.450463, -0.815237, 4.671881], [0.196007, 0.817494, 3.197388], [0.481102, 3.701505, -0.270406]],
  "atomic_forces_ev_per_a": [[0.43, -0.19, 0.00], [0.32, 0.12, 0.00], [-0.18, -0.38, -0.01], [-1.15, -0.87, 0.88], [1.12, -0.46, -0.55], [-0.05, 0.50, 0.65], [0.22, -0.09, -0.09], [0.01, 0.11, 0.07], [0.02, -0.04, 0.05], [0.03, 0.22, -0.14], [-0.01, -0.36, 0.08], [-1.12, 0.26, 0.58], [0.46, -0.28, -0.10], [0.34, 0.67, -0.56], [-0.36, -0.14, 0.13], [0.44, -0.27, -0.16], [1.32, 0.71, -0.62], [0.03, 0.15, 0.03], [-0.08, -0.14, 0.21], [-0.07, -0.05, -0.17], [0.20, 0.22, 0.36], [0.01, -0.07, -0.51], [-0.29, 0.06, -0.25], [-0.13, -0.11, 0.12], [-0.07, 0.12, -0.03], [0.06, -0.10, 0.02], [0.05, 0.15, 0.09], [0.17, -0.02, -0.02], [-0.01, 0.13, 0.00], [-0.21, 0.00, -0.05], [0.00, 0.07, -0.08], [-0.57, 0.52, 0.06], [-0.14, -0.23, -0.13], [-0.01, 0.22, 0.27], [-0.06, -0.20, -0.18], [-0.08, -0.14, 0.08], [-0.05, 0.04, -0.10], [0.01, 0.18, 0.15], [-0.48, -0.05, 0.26], [0.25, 0.34, -0.33], [-0.94, -0.94, 0.61], [0.50, -0.29, -0.38], [0.72, 0.42, -0.05], [-0.52, 1.00, 0.04], [0.77, 0.18, -0.08], [-1.28, 0.61, 0.16], [0.40, 0.11, 0.06], [0.70, -0.36, 0.74], [-0.39, -0.38, 0.14], [-0.96, 0.06, 0.89], [-0.08, -0.04, -0.31], [0.14, 0.45, -0.92], [-0.11, -0.30, 0.46], [0.40, -0.01, -0.29], [0.95, -0.05, 0.25], [-0.14, -0.07, -0.66], [-0.14, -0.52, 0.05], [0.03, -0.21, -0.19], [0.15, -0.14, 0.26], [0.02, 0.01, 0.30], [-0.04, -0.22, -0.19], [0.40, -0.04, -0.11], [-0.13, 0.30, -0.55], [-0.08, 0.12, 0.15], [-0.15, -0.29, -0.03], [-0.26, -0.16, -0.14], [-0.18, 0.36, 0.04], [0.00, 0.21, 0.07], [-0.19, -0.18, -0.12], [-0.01, 0.33, 0.05], [0.20, -0.47, -0.16], [-0.15, -0.08, -0.15]],
  "lowdin_charge": [-0.0771, -0.2274, -0.0149, -0.4213, -0.0122, -0.2582, -0.1351, -0.1943, -0.2080, -0.2003, -0.1710, -0.5118, 0.0526, -0.0402, -0.2300, -0.0708, 0.0180, 0.0757, 0.0793, 0.0737, 0.1310, 0.1264, 0.1368, 0.1152, 0.1260, 0.1132, 0.1056, 0.1039, 0.1148, 0.1039, 0.1083, 0.0979, 0.0804, 0.1312, 0.1154, 0.0803, 0.0587, 0.0814, -0.1159, -0.0941, -0.1406, -0.2128, -0.0111, 0.0192, -0.0445, -0.2028, 0.0722, -0.1731, 0.0655, -0.1385, -0.2039, -0.0017, -0.1065, -0.0922, 0.0310, 0.0138, 0.0555, 0.1216, 0.1236, 0.1245, 0.1210, 0.1313, 0.1080, 0.1084, 0.1213, 0.1239, 0.1258, 0.1226, 0.1242, 0.1246, 0.1117, 0.1308]
}


{
  "formula": "C23H32GeN2O2S2Tc",
  "method": "ωB97M-V/def2-TZVPD",
  "orbital_gap_ev": [8.8, 8.0],
  "lumo_ev": [-5.769, -6.629],
  "charge": 2,
  "de_lowest_kj_mol": 0.0,
  "molar_mass_g_mol": 603.26,
  "spin_multiplicity": 4,
  "s2": 3.895,
  "symbols": ["Tc", "O", "S", "C", "C", "C", "C", "S", "O", "C", "C", "C", "C", "C", "C", "C", "C", "C", "C", "C", "C", "H", "H", "H", "H", "H", "H", "H", "H", "H", "H", "H", "H", "H", "H", "H", "H", "H", "H", "C", "Ge", "C", "C", "C", "H", "H", "H", "H", "H", "H", "H", "H", "H", "H", "N", "C", "C", "N", "C", "H", "H", "H", "H"],
  "positions_angstrom": [[0.557353, -0.128851, 1.673159], [1.023724, -1.648461, 0.171812], [1.654054, -2.140822, -1.135618], [0.497065, -3.368014, -1.780089], [-0.882268, -2.915496, -2.247926], [-1.737014, -2.121394, -1.257511], [-1.912764, -2.787100, 0.097941], [-2.379615, -1.630240, 1.406122], [-1.441649, -0.413720, 1.198843], [-3.947263, -1.049846, 0.837171], [-5.059805, -1.749178, 1.286357], [-6.313436, -1.355131, 0.844076], [-6.435349, -0.267980, -0.010210], [-5.311224, 0.433948, -0.429364], [-4.049542, 0.045213, -0.008943], [1.505902, -0.834842, -2.329232], [0.720708, 0.286836, -2.110902], [0.669078, 1.266206, -3.091793], [1.389892, 1.114522, -4.268949], [2.181505, -0.008524, -4.468897], [2.254091, -0.987934, -3.490304], [0.464613, -4.117016, -0.985144], [1.048194, -3.822453, -2.607913], [-1.407315, -3.824721, -2.551720], [-0.770158, -2.315824, -3.153036], [-2.714772, -1.953403, -1.709912], [-1.291938, -1.139452, -1.107243], [-0.991275, -3.233085, 0.474073], [-2.689898, -3.554947, 0.112888], [-4.955504, -2.577891, 1.976869], [-7.193129, -1.885386, 1.181210], [-7.416107, 0.044213, -0.342363], [-5.419741, 1.289071, -1.082348], [-3.165779, 0.589769, -0.311946], [0.159734, 0.404725, -1.191002], [0.062693, 2.149180, -2.940107], [1.342618, 1.880654, -5.030802], [2.753906, -0.116666, -5.379725], [2.892707, -1.852661, -3.629955], [2.068104, 4.160028, 2.762504], [1.469759, 3.047481, 1.285136], [0.327156, 4.000235, 0.029724], [2.963971, 2.172073, 0.377953], [0.281040, 1.633327, 2.067300], [2.603632, 5.020952, 2.361605], [2.744913, 3.618610, 3.422171], [1.222423, 4.525114, 3.343680], [0.906296, 4.768844, -0.482399], [-0.499136, 4.483759, 0.549390], [-0.081520, 3.321265, -0.718740], [3.507852, 2.921610, -0.198390], [2.633440, 1.401188, -0.321527], [3.658127, 1.732935, 1.094200], [-0.635030, 1.979889, 2.560365], [4.424528, -1.083809, 3.121054], [4.160665, -0.069400, 4.011744], [2.929517, 0.393892, 3.689710], [2.444871, -0.330750, 2.612461], [3.380567, -1.217517, 2.300559], [5.264686, -1.640807, 3.091403], [4.856076, 0.221503, 4.778486], [2.354334, 1.178847, 4.146566], [3.321436, -1.942567, 1.507476]],
  "atomic_forces_ev_per_a": [[0.01, 0.03, 0.00], [0.00, 0.00, 0.00], [0.00, 0.00, 0.01], [0.00, 0.01, 0.00], [0.00, -0.01, 0.00], [0.00, 0.00, 0.00], [0.00, 0.00, 0.00], [0.00, 0.00, 0.00], [0.01, 0.00, 0.01], [0.00, 0.00, 0.00], [0.00, 0.00, 0.00], [0.00, 0.00, 0.00], [0.00, 0.00, 0.00], [0.00, 0.00, 0.00], [0.00, 0.00, 0.00], [0.01, -0.01, 0.00], [0.00, 0.00, -0.01], [-0.01, 0.01, 0.00], [0.00, 0.00, 0.00], [0.00, 0.00, 0.00], [0.00, 0.01, -0.01], [0.00, 0.00, 0.00], [0.00, 0.00, 0.00], [0.00, 0.00, 0.00], [0.00, 0.00, 0.00], [0.00, 0.00, 0.00], [0.00, 0.00, 0.00], [0.00, 0.00, 0.00], [0.00, 0.00, 0.00], [0.00, 0.00, 0.00], [0.00, 0.00, 0.00], [0.00, 0.00, 0.00], [0.00, 0.00, 0.00], [0.00, 0.00, 0.00], [0.00, 0.00, 0.01], [0.00, 0.00, 0.00], [0.00, 0.00, 0.00], [0.00, 0.00, 0.00], [0.00, 0.00, 0.00], [0.00, 0.00, 0.01], [0.00, -0.01, -0.02], [-0.01, 0.00, 0.00], [0.00, 0.00, 0.00], [-0.01, -0.02, 0.01], [0.00, 0.00, 0.00], [0.00, 0.00, 0.00], [0.00, 0.00, 0.00], [0.00, 0.00, 0.00], [0.00, 0.00, 0.00], [0.00, 0.00, 0.00], [0.00, 0.00, 0.00], [0.00, 0.00, 0.00], [0.00, 0.00, 0.00], [0.00, 0.01, 0.00], [0.00, 0.00, 0.01], [0.00, -0.01, 0.00], [0.00, 0.00, 0.00], [0.00, 0.00, 0.01], [0.00, 0.00, -0.01], [0.00, 0.00, 0.00], [0.00, 0.00, 0.00], [0.00, 0.00, 0.00], [0.00, 0.00, 0.00]],
  "lowdin_charge": [1.3924, -0.6812, 1.0628, -0.3067, -0.1907, -0.2235, -0.3080, 1.0916, -0.6851, -0.4053, -0.0735, -0.0443, -0.0393, -0.0444, -0.0708, -0.4044, -0.1001, -0.0473, -0.0363, -0.0382, -0.0698, 0.0989, 0.1078, 0.1331, 0.1225, 0.1292, 0.0690, 0.0755, 0.1169, 0.1190, 0.1213, 0.1207, 0.1183, 0.1098, 0.0808, 0.1103, 0.1219, 0.1231, 0.1213, -0.2024, 0.7424, -0.2024, -0.2115, -0.3492, 0.0367, 0.0145, 0.0335, 0.0364, 0.0331, 0.0009, 0.0366, -0.0052, 0.0104, 0.0171, 0.1052, -0.0334, -0.1153, -0.1211, -0.1503, 0.1780, 0.1356, 0.1087, 0.1246]
}


Q: What is the formula in the fourth record?
A: C23H32GeN2O2S2Tc